17
Properties=species:S:1:pos:R:3 method="wB97M-V/def2-TZVPD" homo_energy_ev=-14.03 total_charge=+1 lumo_ha=-0.17096 e_above_lowest_ev=0.817 fmax_ev_per_a=4.40 energy_ha=-1549.07455 mol_weight_g_mol=195.01 homo_lumo_gap_ev=9.373
C 1.8113 -0.4761 -1.5803
C 1.9698 0.9259 -1.8365
C 0.8612 -1.0194 -0.7583
C 1.1102 1.7243 -1.2200
C 0.0045 -0.0963 -0.1502
C -1.0649 -0.0919 0.8608
N 0.1841 1.2514 -0.3220
P -1.2269 1.8218 0.6164
Cl -3.5488 0.5680 4.1257
Cl -0.2894 2.5955 2.1966
H 2.5274 -1.0770 -2.2180
H 2.7144 1.1447 -2.6213
H 0.5945 -1.9944 -0.6139
H 1.2648 2.7940 -1.4078
H -3.3472 1.1802 5.2761
H -1.8105 -0.7216 0.6800
H -0.8046 -0.2389 1.8729

---

17
Properties=species:S:1:pos:R:3 method="wB97M-V/def2-TZVPD" smiles="CCN1C=C1.C" homo_energy_ev=-7.28 lumo_ha=0.03433 e_above_lowest_ev=6.583 fmax_ev_per_a=0.53 energy_ha=-251.62059 mol_weight_g_mol=85.15 homo_lumo_gap_ev=8.219
C -1.8976 1.0982 -0.1688
C -1.4616 -0.3558 -0.2766
N -0.4331 -0.6697 0.6914
C 0.7190 -1.5988 0.8458
C 0.6152 -0.0860 1.1226
H -2.6606 1.3227 -0.9193
H -2.3207 1.3174 0.8171
H -1.0509 1.7723 -0.3385
H -2.3001 -1.0426 -0.1263
H -1.0248 -0.5758 -1.2602
H 0.5475 -2.2446 1.7124
H 0.8468 0.8831 1.5426
C 2.0507 0.1145 -0.6930
H 1.5984 -1.0097 -0.1480
H 2.8040 0.6667 -0.1161
H 1.3912 0.8376 -1.1957
H 2.5768 -0.4296 -1.4895

---

42
Properties=species:S:1:pos:R:3 method="wB97M-V/def2-TZVPD" spin_multiplicity=2 homo_energy_ev="-11.84 / -11.65" total_charge=+1 lumo_ha="-0.20346 / -0.24911" e_above_lowest_ev=2.220 fmax_ev_per_a=2.22 energy_ha=-1881.19355 mol_weight_g_mol=475.80 homo_lumo_gap_ev="6.301 / 4.872"
Pd 0.8740 -1.7044 -0.0306
O 4.7951 -0.5304 -0.1419
C 3.6170 -0.5008 0.1078
O 2.8580 -1.4896 0.4548
C 2.9191 0.9021 0.0879
P 1.1085 0.8036 0.3030
C 0.4545 0.4442 -1.3632
C 1.1388 -0.3895 -2.2763
C 0.5351 -0.7297 -3.4807
C -0.7244 -0.2469 -3.7958
C -1.4064 0.5700 -2.8962
C -0.8402 0.8825 -1.6777
C 0.6321 2.5497 0.5403
C 0.0352 2.9915 1.7142
C -0.2568 4.3400 1.8663
C 0.0550 5.2333 0.8539
C 0.6456 4.7838 -0.3213
C 0.9326 3.4407 -0.4888
H 3.1881 1.4079 -0.8386
H 3.3350 1.4770 0.9167
H 2.1751 -0.6689 -2.1173
H 1.0598 -1.3629 -4.1835
H -1.1764 -0.4948 -4.7466
H -2.3829 0.9600 -3.1499
H -1.3800 1.4936 -0.9647
H -0.1940 2.2893 2.5057
H -0.7229 4.6882 2.7781
H -0.1614 6.2858 0.9785
H 0.8871 5.4798 -1.1134
H 1.3787 3.0881 -1.4102
O -1.1622 -1.8620 0.2817
N -1.5059 -2.8180 1.1241
C -2.7155 -2.7018 1.7134
C -3.2148 -3.7008 2.4996
C -2.4871 -4.8772 2.6857
C -1.2759 -5.0028 2.0348
C -0.7802 -3.9850 1.2318
S 0.6985 -4.1423 0.3658
H -3.2133 -1.7655 1.5096
H -4.1772 -3.5728 2.9737
H -2.8603 -5.6633 3.3250
H -0.6853 -5.9017 2.1447

---

50
Properties=species:S:1:pos:R:3 method="wB97M-V/def2-TZVPD" smiles=CC[C@H](C)c1ccccc1OCCOCCN1CCCC1 homo_energy_ev=-8.40 lumo_ha=0.03276 e_above_lowest_ev=1.164 fmax_ev_per_a=0.65 energy_ha=-908.47893 mol_weight_g_mol=291.43 homo_lumo_gap_ev=9.287
C -5.1202 -0.5563 -1.7305
C -4.8431 0.5191 -0.6871
C -4.2503 -0.0679 0.6008
C -4.0905 1.0131 1.6727
C -2.9424 -0.7773 0.3434
C -2.8488 -2.1372 0.5957
C -1.6779 -2.8456 0.3858
C -0.5676 -2.1809 -0.0937
C -0.6305 -0.8232 -0.3561
C -1.8048 -0.1095 -0.1422
O -1.9406 1.2306 -0.3997
C -0.8075 2.0116 -0.6918
C 0.0624 2.2364 0.5605
O 1.3143 2.8182 0.2826
C 2.2926 1.9677 -0.2794
C 2.8792 0.9499 0.7089
N 3.6231 -0.0627 -0.0002
C 3.9461 -1.2339 0.7963
C 4.9636 -1.9567 -0.0748
C 5.8233 -0.8029 -0.5967
C 4.8690 0.4029 -0.6023
H -4.1999 -1.0662 -2.0069
H -5.5530 -0.1155 -2.6258
H -5.8168 -1.2973 -1.3424
H -4.1532 1.2570 -1.0944
H -5.7758 1.0305 -0.4374
H -4.9573 -0.8152 0.9809
H -5.0597 1.4423 1.9175
H -3.4392 1.8058 1.3180
H -3.6621 0.5865 2.5775
H -3.7201 -2.6561 0.9693
H -1.6373 -3.9037 0.5950
H 0.3576 -2.7097 -0.2692
H 0.2555 -0.3374 -0.7321
H -0.2171 1.5683 -1.5020
H -1.2027 2.9668 -1.0469
H 0.1678 1.2821 1.0920
H -0.4412 2.9405 1.2277
H 3.0748 2.6448 -0.6294
H 1.9034 1.4206 -1.1470
H 3.4901 1.4799 1.4626
H 2.0654 0.4440 1.2354
H 3.0419 -1.8186 0.9777
H 4.3923 -0.9661 1.7700
H 5.5398 -2.6975 0.4756
H 4.4497 -2.4476 -0.9006
H 6.2281 -1.0088 -1.5855
H 6.6583 -0.6199 0.0801
H 4.6616 0.7533 -1.6169
H 5.2996 1.2420 -0.0351

---

8
Properties=species:S:1:pos:R:3 method="wB97M-V/def2-TZVPD" smiles=CBS homo_energy_ev=-10.11 lumo_ha=0.01888 e_above_lowest_ev=0.000 fmax_ev_per_a=3.26 energy_ha=-464.13461 mol_weight_g_mol=59.93 homo_lumo_gap_ev=10.622
C 1.1030 0.0331 0.3503
B -0.2355 -0.0528 -0.4224
S -1.7075 -0.5880 0.4817
H 1.2751 -0.7022 1.0681
H 0.8660 1.0430 0.7642
H 1.9895 -0.0041 -0.3873
H -0.5552 0.4608 -1.4596
H -2.7354 -0.1899 -0.3951

---

13
Properties=species:S:1:pos:R:3 method="wB97M-V/def2-TZVPD" homo_energy_ev=-9.50 lumo_ha=-0.03390 e_above_lowest_ev=2.184 fmax_ev_per_a=3.95 energy_ha=-357.69237 mol_weight_g_mol=107.12 homo_lumo_gap_ev=8.580
H -2.9560 0.7289 -0.0756
N -2.5715 -0.1492 -0.0934
C -1.3497 -0.1364 -0.0143
C -0.5498 1.1455 0.0930
C 0.7982 1.3610 -0.1101
N 1.9438 0.4919 -0.0616
C 1.6996 -0.7857 0.0017
C 0.4609 -1.6451 -0.0846
N -0.7372 -1.3658 0.0612
H -1.2293 2.0587 0.1968
H 1.1486 2.4101 -0.0336
H 2.6677 -1.3462 0.2224
H 0.6748 -2.7678 -0.1019

---

11
Properties=species:S:1:pos:R:3 method="wB97M-V/def2-TZVPD" homo_energy_ev=-10.26 lumo_ha=-0.03594 e_above_lowest_ev=11.254 fmax_ev_per_a=18.07 energy_ha=-430.50739 mol_weight_g_mol=113.08 homo_lumo_gap_ev=9.285
C 0.6151 1.4672 -0.2919
C 0.2402 0.2387 0.3318
C -2.0305 -0.8189 0.2134
H -0.4375 2.0674 -1.2391
H 0.2081 2.2406 0.7918
H 1.8686 1.7503 -0.4387
N -1.0637 0.0234 0.0685
N 1.1872 -1.7586 -0.4511
N 1.3366 -3.1889 0.0499
O -2.8941 -1.5820 0.0481
O 0.9698 -0.4392 0.9172

---

8
Properties=species:S:1:pos:R:3 method="wB97M-V/def2-TZVPD" spin_multiplicity=2 homo_energy_ev="-8.46 / -8.46" lumo_ha="-0.01484 / -0.12744" fmax_ev_per_a=1.82 energy_ha=-940.16995 mol_weight_g_mol=117.12 homo_lumo_gap_ev="8.057 / 4.991"
O -0.5861 0.4530 -1.2549
K 1.5235 -0.0045 0.1301
O 1.1433 -2.5775 0.4820
H 0.3920 -3.1041 0.8124
C -1.2196 0.7371 -0.2078
O -0.7111 0.9405 0.9177
O -2.5470 1.0186 -0.3187
H -3.0030 0.2124 -0.5880